[1]
{"formula": "C3H6NO3S", "method": "the ωB97M-V functional and the def2-TZVPD basis", "symbols": ["C", "C", "C", "N", "O", "O", "O", "S", "H", "H", "H", "H", "H", "H"], "coordinates": [[2.0057, 0.0749, -0.1872], [-1.7845, -0.8555, -0.3291], [-0.5574, -0.1145, 0.3666], [0.7552, -0.3339, -0.5238], [2.8429, 0.0516, -1.0584], [2.2087, 0.4381, 1.0883], [-0.4092, -0.1285, 1.6331], [-1.0457, 1.9122, -0.2864], [-2.6969, -0.4824, 0.2412], [-1.5439, -1.9525, -0.4302], [-1.7344, -0.4597, -1.3417], [0.6240, -0.8273, -1.3414], [1.4562, 0.3594, 1.6668], [-0.1208, 2.3182, 0.5024]], "forces_ev_per_a": [[-1.632, -0.797, -0.633], [1.558, 0.787, 0.673], [0.770, -0.274, 0.012], [-2.617, 0.870, 4.362], [1.651, 0.343, 0.354], [2.033, 0.602, -0.942], [0.214, -0.147, -1.735], [-1.258, -0.739, -0.870], [1.112, -1.088, -0.914], [-0.735, 0.875, 0.708], [-0.628, 0.022, -0.149], [0.021, -0.659, -2.024], [-1.729, -0.481, 0.107], [1.239, 0.687, 1.050]], "energy_ha": -796.641778, "smiles": "C[C@]([O-])(S)NC(=O)O", "e_lumo_ev": 3.69, "gap_ha": 0.28771, "relative_energy_ev": 1.1942, "multiplicity": 1, "total_charge": -1, "fmax_ev_per_a": 5.2}

---

[2]
{"formula": "C3H4N2", "method": "the ωB97M-V functional and the def2-TZVPD basis", "symbols": ["N", "C", "C", "C", "N", "H", "H", "H", "H"], "coordinates": [[-1.1502, -0.6936, 0.1570], [-1.1495, 0.6136, 0.2938], [0.3119, 0.9028, 0.0305], [0.9437, -0.4485, -0.1087], [0.0737, -1.3839, -0.0717], [-1.9671, -1.2877, 0.1759], [0.2885, 1.3983, -0.9523], [0.8002, 1.6068, 0.7064], [1.9923, -0.6880, -0.2383]], "forces_ev_per_a": [[-0.363, 0.228, 0.020], [0.244, -0.494, -0.157], [-0.043, 0.080, 0.012], [-0.150, -0.196, -0.005], [0.320, 0.323, 0.056], [0.082, 0.102, 0.102], [0.135, 0.015, 0.019], [-0.107, -0.103, 0.025], [-0.118, 0.045, -0.071]], "energy_ha": -226.128206, "e_lumo_ev": 0.98, "gap_ha": 0.36303, "relative_energy_ev": 2.6389, "multiplicity": 1, "total_charge": 0, "fmax_ev_per_a": 0.6}

---

[3]
{"formula": "C9H17N2O3S", "method": "the ωB97M-V functional and the def2-TZVPD basis", "symbols": ["C", "C", "C", "C", "C", "C", "C", "C", "C", "N", "N", "O", "O", "O", "S", "H", "H", "H", "H", "H", "H", "H", "H", "H", "H", "H", "H", "H", "H", "H", "H", "H"], "coordinates": [[1.2478, -1.3691, -0.4276], [1.8469, -0.1694, -0.5616], [-0.2338, 1.2406, -0.3798], [-0.9359, 0.0970, -0.2777], [1.2001, 1.1113, -0.0247], [-0.2212, -1.6073, -0.0229], [3.2564, -0.0180, -0.9430], [-0.7984, 2.6524, -0.6726], [-0.4929, -1.8523, 1.4646], [1.3494, 1.2988, 1.5143], [-0.8235, -2.5109, -0.8795], [-3.4493, 1.2594, -0.6818], [-2.7336, 0.0804, 1.4164], [-3.4133, -1.1912, -0.5442], [-2.7596, 0.1940, 0.0063], [1.8329, -2.2593, -0.7719], [1.7556, 1.9163, -0.4218], [3.6325, 0.7347, -0.3495], [3.2664, 0.3773, -2.0043], [3.7364, -0.8979, -1.0241], [-1.8605, 2.9098, -0.3630], [-0.6416, 2.7702, -1.8149], [-0.3500, 3.3770, -0.1801], [-1.1467, -1.0525, 1.9112], [0.3252, -1.9921, 2.0820], [-1.0743, -2.6831, 1.7657], [2.3780, 1.3306, 1.8770], [1.0256, 0.4396, 2.0011], [0.7226, 2.0178, 1.8494], [-0.4037, -2.5385, -1.7594], [-4.3671, -1.1038, -0.8106], [-1.8702, -2.5619, -0.9729]], "forces_ev_per_a": [[-0.225, -0.047, -0.470], [-1.270, -1.071, 2.254], [-2.319, -0.102, 0.775], [-0.186, -1.486, -0.161], [0.220, -0.935, -0.746], [-0.422, 3.109, 0.204], [-2.598, 2.091, -3.261], [-2.620, -3.248, -3.274], [-1.954, 1.880, 0.244], [1.854, -2.316, 0.749], [-1.855, -0.917, 0.371], [0.670, -0.861, 0.662], [-0.672, 0.425, 1.224], [0.068, 0.363, -0.117], [-0.065, 0.196, -1.832], [-0.723, 0.646, 0.431], [0.594, 1.143, -0.380], [1.792, 1.296, 1.318], [0.112, -0.049, 0.967], [2.008, -2.883, 0.369], [1.001, -1.236, -0.886], [-0.516, 0.262, 1.875], [3.183, 3.364, 2.122], [1.093, -0.532, -0.448], [2.316, 0.064, 0.866], [-0.784, -1.424, -0.785], [-2.157, 0.751, -0.967], [-0.248, 0.208, -0.581], [0.253, 0.771, 0.190], [0.582, -0.055, -1.628], [1.148, 0.376, 0.273], [1.719, 0.219, 0.641]], "energy_ha": -1086.172270, "smiles": "CC1=C[C@](C)(N)C(S(=O)(=O)O)=C(C)[C@H]1[NH3+]", "e_lumo_ev": -3.60, "gap_ha": 0.32698, "relative_energy_ev": 1.1454, "multiplicity": 1, "total_charge": 1, "fmax_ev_per_a": 5.3}

---

[4]
{"formula": "C21H18BNO", "method": "the ωB97M-V functional and the def2-TZVPD basis", "symbols": ["C", "O", "C", "C", "C", "C", "C", "C", "C", "C", "C", "C", "C", "C", "C", "C", "C", "C", "C", "C", "C", "H", "H", "H", "H", "H", "H", "H", "H", "H", "H", "H", "H", "H", "H", "H", "H", "B", "H", "H", "C", "N"], "coordinates": [[5.7776, -0.3691, -1.7421], [5.1288, 0.4206, -0.7308], [3.7706, 0.2807, -0.6519], [3.0876, 1.0618, 0.3110], [1.6964, 0.9813, 0.4080], [0.9446, 0.0926, -0.3877], [-0.5821, 0.0381, -0.2425], [-1.4159, -1.0658, -0.8953], [-2.7530, -0.5999, -1.1096], [-3.8015, -1.4921, -1.3149], [-3.4807, -2.8519, -1.4705], [-2.1940, -3.3112, -1.1581], [-1.1552, -2.4206, -0.8350], [-2.7811, 0.8509, -0.8734], [-1.4606, 1.2617, -0.5213], [-1.2007, 2.5475, -0.1073], [-2.2396, 3.4880, -0.2020], [-3.5449, 3.0972, -0.5409], [-3.8440, 1.7474, -0.7779], [1.6437, -0.7419, -1.2683], [3.0276, -0.6417, -1.4322], [6.8149, -0.0520, -1.8117], [5.7350, -1.4328, -1.4752], [5.2855, -0.1898, -2.7048], [3.6771, 1.7321, 0.9404], [1.2049, 1.5797, 1.1868], [-4.8318, -1.1321, -1.3367], [-4.2589, -3.5594, -1.7604], [-2.0114, -4.3779, -1.1083], [-0.1859, -2.7847, -0.4947], [-0.2236, 2.8078, 0.2892], [-2.0498, 4.5278, 0.0504], [-4.3430, 3.8405, -0.6017], [-4.8708, 1.3963, -0.8995], [1.1409, -1.5155, -1.8467], [3.5202, -1.2953, -2.1607], [-0.7369, -0.1223, 0.8125], [-0.2811, -0.5682, 5.7717], [-1.1320, 0.2326, 6.0046], [-0.4393, -1.7471, 5.6534], [1.1235, -0.0520, 5.5644], [2.2388, 0.3387, 5.4699]], "forces_ev_per_a": [[-0.468, 0.236, 0.260], [-0.037, -0.220, -0.358], [-0.797, -0.474, 0.005], [0.090, -0.312, -0.704], [0.302, -0.265, 0.189], [-0.113, 0.019, -0.469], [0.065, 0.048, -1.062], [-0.638, 0.111, 0.958], [0.659, -0.349, 0.365], [0.567, -0.106, -0.464], [0.059, 0.217, 0.526], [-0.039, 0.281, -0.194], [-0.547, -0.291, -0.250], [0.753, 0.306, 0.554], [-0.384, -0.402, 0.669], [-0.537, 0.461, -0.373], [-0.268, -0.125, 0.000], [0.240, -0.167, 0.166], [0.446, 0.031, -0.460], [0.125, 0.334, 0.087], [0.492, 0.436, 0.439], [-0.072, 0.110, 0.215], [-0.007, 0.161, -0.140], [0.173, -0.158, 0.060], [-0.275, -0.207, -0.159], [0.179, -0.271, -0.424], [0.276, -0.181, -0.267], [0.210, 0.130, 0.274], [0.017, 0.015, -0.195], [-0.242, 0.007, -0.149], [-0.204, 0.169, -0.218], [-0.022, -0.128, -0.072], [0.277, -0.208, 0.196], [0.273, 0.243, -0.153], [-0.105, 0.387, 0.058], [-0.250, 0.303, 0.427], [-0.196, -0.145, 0.680], [-0.394, -0.223, -0.148], [0.063, -0.287, 0.008], [-0.143, 0.327, 0.117], [3.991, 1.400, -0.228], [-3.520, -1.212, 0.234]], "energy_ha": -965.818158, "smiles": "COc1ccc(C2c3ccccc3-c3ccccc32)cc1.BC#N", "e_lumo_ev": -1.34, "gap_ha": 0.25182, "multiplicity": 1, "total_charge": 0, "fmax_ev_per_a": 4.2}

---

[5]
{"formula": "C7H8", "method": "the ωB97M-V functional and the def2-TZVPD basis", "symbols": ["C", "C", "C", "C", "C", "C", "C", "H", "H", "H", "H", "H", "H", "H", "H"], "coordinates": [[1.8826, -1.0186, -0.2586], [0.9213, -1.1962, 0.6068], [1.2432, 1.4827, -0.1659], [1.1877, 0.2106, -0.6249], [-0.0984, 1.3749, 0.3713], [-0.0665, -0.1673, 0.0423], [-1.3318, -0.6602, -0.6189], [2.7508, -1.5752, -0.6175], [0.6561, -1.9231, 1.3944], [1.9652, 2.2873, -0.2329], [-0.2208, 1.7890, 1.4710], [-0.9970, 1.8379, 0.0042], [-1.7969, 0.3058, -1.0307], [-2.0164, -1.0313, 0.1368], [-1.2113, -1.5555, -1.2203]], "forces_ev_per_a": [[1.664, -0.879, -1.544], [-2.842, -2.205, 2.595], [0.540, 0.565, -2.635], [1.794, 1.680, -1.554], [-1.753, 0.768, 4.633], [-0.519, 0.732, 0.775], [-0.305, 1.179, 0.358], [-0.091, 0.437, 0.589], [0.644, 0.191, -0.402], [0.055, -0.232, 0.388], [0.688, -1.217, -1.428], [-0.175, 0.353, -1.096], [0.354, -2.046, -0.273], [-0.235, 0.243, 0.499], [0.182, 0.430, -0.904]], "energy_ha": -271.323416, "e_lumo_ev": 1.10, "gap_ha": 0.34105, "relative_energy_ev": 5.6609, "multiplicity": 1, "total_charge": 0, "fmax_ev_per_a": 5.0}

---

[6]
{"formula": "C2Br2Cl2S", "method": "the ωB97M-V functional and the def2-TZVPD basis", "symbols": ["C", "C", "S", "Cl", "Cl", "Br", "Br"], "coordinates": [[0.1890, 1.0468, -0.2265], [1.0131, -0.1052, 0.1134], [0.7117, 1.1818, 1.4215], [-3.5114, -0.9599, -0.3202], [-1.3831, 0.9689, -0.8367], [0.1654, -1.8395, 0.3230], [2.8153, -0.2930, -0.4746]], "forces_ev_per_a": [[-1.762, -1.106, 1.283], [0.277, -0.684, 0.147], [-0.257, 0.021, -1.229], [0.863, 0.771, -0.128], [0.714, -0.099, 0.128], [0.216, 0.878, -0.024], [-0.051, 0.219, -0.178]], "energy_ha": -6542.639789, "e_lumo_ev": [-3.81, -3.81], "gap_ha": [0.18411, 0.18416], "relative_energy_ev": 3.5109, "multiplicity": 1, "total_charge": 0, "fmax_ev_per_a": 2.4}